DFT (the ωB97M-V functional and the def2-TZVPD basis) results for C10H13ClO2SW as an isolated structure.

Results
- E_tot (eV) = -39837.8518
- ⟨S²⟩ = 2.017
- orbital gap (alpha / beta) (eV) = 6.006 / 5.939

```
! RIJCOSX wB97M-V def2-TZVPD def2/J DEFGRID3
* xyz 2 3
Cl -1.237 2.984 -1.759
C -0.416 -1.345 -1.019
C 0.997 -1.511 -0.827
C 1.680 -0.533 -1.618
H 1.474 -2.308 -0.236
C 0.673 0.267 -2.280
C -0.639 -0.246 -1.914
H -1.593 0.148 -2.282
H -1.176 -2.056 -0.681
H 2.763 -0.423 -1.756
C 0.914 1.385 -3.230
W 0.427 0.487 -0.128
C 2.137 1.497 0.502
O 2.940 1.929 1.235
C -1.196 2.098 -0.033
O -1.907 2.531 0.810
H 1.864 1.890 -3.031
H 0.112 2.140 -3.130
H 0.891 0.981 -4.252
C -0.028 -1.113 3.866
S -0.060 -0.888 1.919
C -1.885 -1.068 1.802
H 0.992 -0.911 4.198
H -0.305 -2.159 4.100
H -0.747 -0.418 4.318
H -2.048 -2.156 1.739
H -2.235 -0.634 2.737
H -2.392 -0.570 0.950
*
```

Atomic partial charges in e from the natural (NBO) method, atoms 1 to 8: Cl -0.105; C -0.292; C -0.257; C -0.287; H 0.314; C -0.057; C -0.267; H 0.321

***

DFT (the ωB97M-V functional and the def2-TZVPD basis) results for an isolated ion of composition C3H6O3P and charge -1.

Results
- SMILES string = CC1(C)O[P@]1(=O)[O-]
- E_tot (eV) = -18641.9569
- orbital gap (eV) = 8.741

```
! RIJCOSX wB97M-V def2-TZVPD def2/J DEFGRID3
* xyz -1 1
C -0.272 0.583 1.350
C 0.002 0.034 -0.037
C 0.180 -1.539 0.008
O 1.263 0.613 -0.655
P -0.143 0.916 -1.608
O -0.191 0.081 -2.847
O -0.572 2.304 -1.619
H -0.236 1.743 1.399
H 0.625 0.417 1.972
H -1.035 0.076 1.838
H 0.142 -1.801 -1.032
H -0.798 -1.818 0.606
H 1.035 -1.610 0.624
*
```

Atomic partial charges in e from the natural (NBO) method, atoms 1 to 8: C -0.643; C -0.142; C -0.639; O -0.839; P 2.322; O -1.153; O -1.144; H 0.229

***

DFT (the ωB97M-V functional and the def2-TZVPD basis) results for C33H44N2O2ReS as an isolated structure.

Results
- E_tot (eV) = -54959.1545
- ⟨S²⟩ = 4.221
- orbital gap (alpha / beta) (eV) = 5.807 / 6.010

```
! RIJCOSX wB97M-V def2-TZVPD def2/J DEFGRID3
* xyz 2 4
Re 1.018 1.640 0.118
C 2.453 -5.620 -3.042
C 1.353 -5.162 -2.085
C 1.167 -6.232 -0.998
C 0.044 -5.010 -2.886
C 1.637 -3.823 -1.445
C 0.703 -3.241 -0.618
C 0.761 -1.871 -0.270
N -0.309 -1.318 0.198
C -0.920 -0.269 0.641
C -2.243 -0.017 0.220
C -3.031 0.960 0.777
C -2.537 1.674 1.902
C -1.266 1.540 2.390
C -0.326 0.694 1.675
O 0.899 0.578 1.981
C -0.805 2.165 3.695
C -0.748 1.027 4.732
C 0.610 2.781 3.601
C -1.823 3.197 4.193
C -4.407 1.222 0.206
C -5.298 -0.003 0.464
C -5.078 2.456 0.812
C -4.262 1.428 -1.312
C 1.973 -1.088 -0.652
O 1.993 0.143 -0.391
C 3.031 -1.790 -1.314
C 2.816 -3.090 -1.718
C 4.357 -1.082 -1.526
C 5.062 -1.038 -0.152
C 4.154 0.340 -2.065
C 5.267 -1.838 -2.501
H 2.170 -6.580 -3.466
H 3.400 -5.764 -2.530
H 2.584 -4.925 -3.868
H 0.940 -7.183 -1.471
H 0.352 -5.988 -0.322
H 2.080 -6.347 -0.420
H -0.174 -5.940 -3.403
H 0.138 -4.221 -3.630
H -0.799 -4.779 -2.241
H -0.163 -3.785 -0.276
H -2.621 -0.636 -0.579
H -3.225 2.322 2.412
H -0.033 0.263 4.440
H -1.723 0.566 4.865
H -0.433 1.442 5.684
H 1.348 2.104 4.024
H 0.644 3.705 4.171
H 0.936 2.993 2.579
H -2.764 2.714 4.447
H -2.012 3.975 3.456
H -1.450 3.668 5.097
H -5.507 -0.102 1.525
H -4.831 -0.920 0.115
H -6.239 0.122 -0.066
H -5.280 2.320 1.871
H -6.034 2.621 0.324
H -4.474 3.349 0.668
H -4.091 0.486 -1.821
H -3.443 2.106 -1.542
H -5.178 1.858 -1.703
H 3.589 -3.577 -2.288
H 4.494 -0.468 0.582
H 6.039 -0.575 -0.271
H 5.211 -2.045 0.235
H 3.850 1.043 -1.289
H 3.416 0.352 -2.865
H 5.093 0.705 -2.471
H 5.542 -2.820 -2.124
H 6.188 -1.276 -2.630
H 4.801 -1.939 -3.478
S 0.765 2.433 -2.098
C -0.140 3.687 -1.274
C -0.865 4.711 -1.854
C -1.442 5.659 -1.021
C -1.263 5.526 0.351
C -0.566 4.444 0.860
N -0.010 3.514 0.071
H -0.958 4.746 -2.927
H -1.999 6.491 -1.429
H -1.654 6.266 1.030
H -0.451 4.330 1.926
*
```

Atomic partial charges in e from the Löwdin method, atoms 1 to 8: Re 1.495; C -0.045; C -0.551; C -0.020; C -0.025; C -0.106; C 0.081; C -0.102

***

DFT (the ωB97M-V functional and the def2-TZVPD basis) results for a single C4H7ClN2 molecule.

Results
- SMILES string = C/C=N/N=C(/C)Cl
- E_tot (eV) = -19760.0105
- orbital gap (eV) = 8.533

```
! RIJCOSX wB97M-V def2-TZVPD def2/J DEFGRID3
* xyz 0 1
C 2.162 -0.442 -2.196
C 1.050 0.398 -1.588
N 0.612 0.042 -0.331
N -0.313 0.336 0.502
C -0.957 0.217 1.668
C -2.353 -0.182 1.903
Cl -0.065 1.188 2.919
H 3.079 0.049 -2.438
H 1.793 -0.695 -3.138
H 2.499 -1.328 -1.555
H 0.721 1.273 -2.004
H -3.108 0.697 2.189
H -2.387 -0.761 2.942
H -2.735 -0.792 1.127
*
```

Atomic partial charges in e from the natural (NBO) method, atoms 1 to 8: C -0.646; C -0.025; N -0.154; N -0.200; C 0.224; C -0.680; Cl -0.090; H 0.216

***

DFT (the ωB97M-V functional and the def2-TZVPD basis) results for C15H25KN4O2 as an isolated structure.

Results
- E_tot (eV) = -42340.4400
- orbital gap (eV) = 6.218

```
! RIJCOSX wB97M-V def2-TZVPD def2/J DEFGRID3
* xyz 0 1
K -0.285 0.470 0.126
C -1.184 -3.073 -0.241
N -0.478 -2.153 -1.114
C -1.320 -1.815 -2.257
C 0.810 -2.692 -1.526
C 1.765 -1.644 -2.069
N 2.145 -0.620 -1.099
C 2.704 0.541 -1.774
C 3.071 -1.127 -0.104
H -1.427 -4.026 -0.740
H -2.120 -2.622 0.089
H -0.577 -3.295 0.640
H -1.562 -2.714 -2.848
H -0.823 -1.098 -2.910
H -2.234 -1.330 -1.918
H 0.679 -3.472 -2.297
H 1.259 -3.193 -0.665
H 1.312 -1.139 -2.924
H 2.662 -2.157 -2.457
H 3.603 0.297 -2.363
H 2.985 1.297 -1.039
H 1.965 0.978 -2.446
H 4.023 -1.458 -0.551
H 2.638 -1.969 0.436
H 3.291 -0.351 0.630
C -3.394 3.668 -1.858
O -3.441 2.253 -1.663
C -2.345 1.645 -1.065
O -1.447 2.427 -0.698
H -4.421 3.978 -2.051
H -2.771 3.936 -2.715
H -2.994 4.190 -0.991
N 0.265 -0.923 5.000
C 0.306 -1.243 3.677
N 0.247 -0.217 2.880
C 0.155 0.880 3.746
C 0.043 2.239 3.437
C -0.036 3.128 4.487
C -0.008 2.682 5.824
C 0.092 1.346 6.142
C 0.170 0.459 5.068
H 0.304 -1.583 5.755
H 0.382 -2.276 3.369
H 0.001 2.604 2.419
H -0.128 4.186 4.285
H -0.073 3.410 6.623
H 0.103 1.016 7.172
*
```

Atomic partial charges in e from the natural (NBO) method, atoms 1 to 8: K 0.877; C -0.411; N -0.462; C -0.436; C -0.226; C -0.230; N -0.459; C -0.418